DFT (ωB97M-V/def2-TZVPD) results for a gas-phase ion, C6H10N2 (charge +2).

Summary:
Strongest force on any atom, eV Å⁻¹: 4.02
Energy relative to the best compared isomer or geometry (same formula, charge and spin), kcal/mol: 3.5
Frontier orbital gap, Ha: 0.3336
HOMO level, eV: -20.39

ORCA input file:
```
! wB97M-V def2-TZVPD RIJCOSX def2/J DEFGRID3
* xyz 2 1
C -1.700 -0.082 -0.789
C -0.256 -1.542 0.087
C 0.394 -0.218 0.000
C 0.022 -2.736 0.674
C 1.600 0.174 0.744
C -0.400 2.004 -0.945
N -1.549 -1.335 -0.474
N -0.524 0.578 -0.620
H -2.514 0.505 -1.195
H -0.722 -3.456 0.665
H 1.086 -3.053 1.024
H 1.678 1.169 1.352
H 2.463 0.148 0.093
H 1.836 -0.642 1.480
H 0.227 2.174 -1.863
H 0.037 2.678 -0.300
H -1.377 2.485 -1.111
H -2.181 -2.075 -0.762
*
```